# 1
8 unconnected molecules or ions with the total composition C44H72ClO25P3S in a non-equilibrium geometry, computed with ωB97M-V with the def2-TZVPD basis set.

## Properties
LUMO: 0.1 eV
Kohn-Sham gap: 7.168 eV
Electronic energy: -5482.66187 a.u.
SMILES string: C#CC[C@@H](O[C@](S)(CCCOC(C)=O)[C@H](C[C@H](C)Cl)O[C@@H](P(C)C)P(CC)CC)P(C)C.O=C1OCCO1.O=C1OCCO1.O=C1OCCO1.O=C1OCCO1.O=C1OCCO1.O=C1OCCO1.O=C1OCCO1

Each line ends with the Löwdin charge.
CARTESIAN COORDINATES (ANGSTROEM)
Cl  5.740  0.624  -2.235  0.510
S  2.592  -3.280  -0.427  0.782
P  0.941  3.400  -0.665  0.967
P  0.763  1.855  -3.468  0.883
P  -0.225  -1.834  -4.719  0.914
O  6.278  -1.125  3.332  0.050
O  5.200  -0.388  5.168  0.071
O  -1.952  6.254  3.078  0.068
O  -3.786  -7.309  -2.964  0.034
O  1.354  -1.870  4.068  -0.135
O  -8.956  -7.041  -0.875  0.127
O  -5.025  -1.359  7.448  0.063
O  -4.570  0.673  6.501  0.128
O  -7.238  -7.111  -2.384  0.064
O  -8.066  -5.119  -1.737  0.062
O  1.219  0.676  -0.898  -0.283
O  -2.728  4.238  -6.844  0.059
O  -3.864  4.417  -4.907  0.063
O  -2.762  2.472  -5.391  0.118
O  7.146  5.191  1.245  0.063
O  -3.455  -0.033  8.370  0.054
O  0.830  -2.485  -2.287  -0.252
O  -0.336  4.635  3.043  0.098
O  6.616  1.020  4.051  0.124
O  -2.471  4.155  3.711  0.058
O  -0.135  -3.590  5.128  -0.038
O  -3.332  -5.277  -3.911  0.135
O  5.576  3.864  0.324  0.023
O  6.030  5.896  -0.623  0.126
O  -2.216  -5.982  -2.042  0.051
C  -0.480  2.050  1.478  -0.172
C  -6.669  -6.130  -3.231  -0.136
C  6.079  -0.068  4.173  -0.508
C  -3.359  6.198  3.214  -0.141
C  4.638  -1.642  4.832  -0.132
C  -4.356  -2.129  8.429  -0.141
C  1.569  -2.129  -5.297  -0.352
C  1.517  1.862  -1.714  -0.636
C  5.666  -2.250  3.933  -0.135
C  -0.647  -1.105  5.649  -0.017
C  -6.890  -4.858  -2.479  -0.133
C  0.343  3.727  -3.805  -0.347
C  -3.682  -1.097  9.275  -0.142
C  0.803  -1.279  1.623  -0.146
C  -2.444  -7.046  -1.137  -0.133
C  -4.368  -0.165  7.364  -0.523
C  6.919  4.127  2.150  -0.137
C  -4.250  -1.290  -3.792  0.042
C  4.813  -0.790  -1.468  -0.657
C  6.245  3.095  1.305  -0.145
C  -1.791  -2.519  -2.434  -0.174
C  -0.342  -1.755  -2.775  -0.471
C  -3.117  -8.078  -1.983  -0.127
C  0.223  -2.312  4.902  -0.278
C  -3.089  3.609  -5.687  -0.514
C  2.073  -0.473  -1.240  -0.255
C  0.241  -1.843  0.193  -0.161
C  -3.129  -6.115  -3.048  -0.516
C  2.286  1.537  -4.640  -0.310
C  3.528  -0.302  -0.515  -0.183
C  -8.157  -6.474  -1.601  -0.517
C  1.266  -2.439  2.695  -0.181
C  6.233  5.058  0.239  -0.526
C  2.398  5.752  0.494  -0.175
C  5.871  -1.505  -0.387  -0.160
C  -3.575  4.974  4.045  -0.136
C  1.351  -1.945  -1.011  -0.570
C  -3.482  5.433  -6.915  -0.143
C  2.318  4.764  -0.814  -0.412
C  0.986  2.773  1.156  -0.401
C  -1.040  -0.314  -5.531  -0.372
C  -1.485  4.984  3.259  -0.503
C  -3.824  5.708  -5.486  -0.143
C  -3.057  -1.692  -3.149  -0.089
H  -0.857  1.401  0.577  0.070
H  1.368  4.296  -3.612  0.036
H  6.947  -1.510  -0.848  0.076
H  2.689  2.035  -1.857  0.089
H  -4.323  -0.739  10.087  0.136
H  5.804  -0.813  0.582  0.077
H  2.417  6.871  0.097  0.082
H  6.425  -2.812  4.487  0.137
H  -5.372  -1.206  -4.190  0.054
H  1.661  -0.486  1.551  0.106
H  0.652  -3.433  2.632  0.137
H  -1.501  -7.405  -0.715  0.139
H  5.470  -2.557  -0.060  0.057
H  -0.131  -2.959  0.392  0.129
H  2.120  1.951  -5.723  0.057
H  -2.041  -2.502  -1.274  0.106
H  -3.546  5.187  5.119  0.138
H  -5.066  -2.734  8.998  0.138
H  -0.324  -0.020  5.273  0.099
H  6.960  2.431  0.807  0.136
H  -1.289  2.887  1.694  0.064
H  2.551  0.388  -4.603  0.017
H  3.683  -1.477  4.323  0.113
H  2.320  -2.446  -4.433  0.047
H  -5.608  -6.334  -3.401  0.100
H  3.727  0.863  -0.342  0.115
H  7.862  3.768  2.572  0.139
H  -0.430  -1.208  6.804  0.096
H  -1.796  -1.210  5.383  0.102
H  3.412  5.628  1.108  0.080
H  2.263  -0.400  -2.417  0.147
H  4.433  -1.600  -2.240  0.109
H  4.463  -2.242  5.729  0.143
H  -3.056  6.300  -4.979  0.136
H  -0.467  -0.664  -2.372  0.103
H  -3.738  7.102  3.699  0.137
H  -3.828  -8.683  -1.414  0.143
H  3.590  -0.770  0.580  0.102
H  1.185  3.643  1.935  0.062
H  -0.336  1.431  2.464  0.066
H  0.037  3.927  -4.922  0.047
H  -0.113  -0.713  2.139  0.115
H  -2.403  -8.742  -2.481  0.139
H  5.535  2.490  1.874  0.127
H  1.471  5.687  1.218  0.057
H  1.538  -3.067  -6.036  0.045
H  -0.165  0.331  -6.023  0.031
H  -4.370  5.256  -7.531  0.136
H  -2.739  -1.455  9.697  0.137
H  2.116  5.469  -1.755  0.077
H  3.394  4.295  -0.974  0.072
H  3.200  2.085  -4.104  0.045
H  6.278  4.485  2.963  0.139
H  -1.647  0.381  -4.812  0.011
H  -7.033  -4.001  -3.144  0.137
H  -3.084  -6.688  -0.325  0.139
H  -4.517  4.472  3.808  0.140
H  -2.893  6.237  -7.364  0.137
H  -4.790  6.211  -5.379  0.137
H  -3.808  6.112  2.219  0.137
H  -1.735  -0.626  -6.447  0.059
H  2.017  -1.245  -5.961  0.038
H  1.820  1.955  1.352  0.071
H  2.389  -2.721  2.406  0.100
H  5.223  -2.901  3.175  0.133
H  2.524  -4.376  -1.341  -0.071
H  -3.641  -2.793  7.931  0.136
H  -0.722  -1.229  -0.067  0.115
H  -7.193  -6.145  -4.192  0.143
H  -1.705  -3.614  -2.842  0.092
H  -0.505  4.112  -3.066  0.039
H  -6.074  -4.636  -1.783  0.136

=====

# 2
11 unconnected molecules or ions with the total composition C33H95N7O11 in a non-equilibrium geometry, computed with ωB97M-V with the def2-TZVPD basis set.

## Properties
LUMO: 0.4 eV
Kohn-Sham gap: 9.548 eV
Electronic energy: -2525.05292 a.u.
SMILES string: COC[C@H](C)N.COC[C@H](C)N.COC[C@H](C)N.COC[C@H](C)N.COC[C@H](C)N.COC[C@H](C)N.COC[C@H](C)N.CCO.CO.CO.CO

Each line ends with the Löwdin charge.
CARTESIAN COORDINATES (ANGSTROEM)
O  -5.500  3.877  -1.876  -0.200
O  -2.494  0.204  4.071  -0.131
O  -2.705  0.964  -4.085  -0.176
O  -3.087  -4.091  4.338  -0.189
O  2.364  2.374  -1.183  -0.223
O  -0.107  4.372  4.013  -0.107
O  6.891  0.817  0.377  -0.170
O  -0.361  -3.152  -2.644  -0.179
O  0.597  -0.717  1.101  -0.145
O  3.803  -2.924  -1.124  -0.156
O  2.112  0.486  4.903  -0.181
N  -0.272  -3.206  2.159  0.051
N  -1.421  -6.458  -1.433  0.028
N  2.032  2.812  -4.829  0.032
N  -5.757  2.763  1.677  0.039
N  3.433  -0.347  0.052  0.071
N  -0.572  -0.941  -6.424  0.040
N  3.805  2.469  5.938  0.042
C  -5.136  3.440  0.534  -0.426
C  -0.853  -4.094  -1.713  -0.230
C  -1.476  0.497  -4.609  -0.205
C  -2.622  -3.052  1.650  -0.045
C  -3.709  2.906  0.404  -0.060
C  2.493  3.053  -2.420  -0.208
C  -1.834  -4.265  3.704  -0.210
C  -1.758  -0.253  -5.906  -0.427
C  2.891  -3.771  -0.464  -0.176
C  -3.558  -5.213  5.033  -0.115
C  4.636  0.060  0.766  -0.419
C  -0.456  0.986  -0.277  -0.069
C  -2.913  -1.256  -5.798  -0.056
C  -0.816  4.003  2.844  -0.157
C  -6.213  3.547  -3.052  -0.110
C  -2.618  1.950  -3.078  -0.092
C  3.006  2.651  4.713  -0.441
C  -0.129  0.517  1.136  -0.282
C  2.959  0.901  -3.694  -0.039
C  -6.007  3.280  -0.703  -0.221
C  -1.842  -5.393  -3.618  -0.061
C  -0.944  -5.454  -2.381  -0.438
C  1.438  -0.586  4.284  -0.107
C  2.839  3.132  -0.093  -0.106
C  7.912  1.077  -0.552  -0.108
C  -3.303  1.087  3.293  -0.149
C  2.749  1.354  3.977  -0.196
C  5.664  0.571  -0.242  -0.221
C  2.040  2.120  -3.531  -0.434
C  3.684  3.736  3.904  -0.061
C  -0.160  -1.910  -2.005  -0.110
C  5.132  -1.089  1.637  -0.033
C  -1.603  -3.088  2.769  -0.414
H  -2.749  -1.940  -4.960  0.071
H  3.873  3.468  -0.254  0.093
H  2.618  -0.413  0.666  0.063
H  0.488  -0.183  3.915  0.078
H  5.791  -0.159  -1.058  0.132
H  5.309  -1.955  0.996  0.081
H  -2.934  -1.872  -6.694  0.073
H  -5.816  1.777  1.407  0.075
H  -1.845  -3.758  -1.378  0.124
H  -6.153  2.487  -3.309  0.090
H  3.419  -4.679  -0.162  0.076
H  0.097  -0.274  -6.796  0.068
H  -3.854  -0.724  -5.674  0.071
H  0.068  -1.507  1.338  0.032
H  1.173  -1.355  5.012  0.088
H  2.975  0.285  -2.792  0.063
H  -0.208  -4.063  1.614  0.088
H  -6.139  2.204  -0.892  0.129
H  2.039  3.054  5.031  0.121
H  2.002  4.035  -2.442  0.127
H  0.084  -5.683  -2.679  0.142
H  -1.107  -1.448  -1.710  0.082
H  -4.203  -5.834  4.407  0.090
H  -3.083  2.135  3.456  0.054
H  2.418  -3.268  0.385  0.066
H  -1.916  -5.182  3.101  0.132
H  -4.359  0.882  3.460  0.078
H  -0.988  4.860  2.191  0.085
H  3.552  3.334  -2.551  0.126
H  4.772  2.254  5.687  0.072
H  -3.091  0.849  2.248  0.046
H  3.704  0.911  3.665  0.124
H  0.490  1.186  1.737  0.074
H  -5.016  4.497  0.788  0.143
H  3.162  3.967  2.974  0.066
H  -1.821  3.721  3.183  0.055
H  -0.148  -4.190  -0.881  0.104
H  7.734  2.008  -1.099  0.087
H  7.958  0.284  -1.309  0.089
H  -0.764  1.309  -4.805  0.114
H  4.391  -1.373  2.383  0.068
H  -3.220  3.340  -0.471  0.075
H  4.699  3.417  3.623  0.079
H  -3.477  2.619  -3.075  0.070
H  -0.401  3.194  2.234  0.062
H  -6.991  3.703  -0.459  0.125
H  -7.240  3.909  -2.932  0.089
H  -1.862  -6.287  -4.242  0.075
H  -0.641  2.061  -0.250  0.076
H  -2.041  0.481  -6.664  0.138
H  -1.672  -7.322  -1.910  0.070
H  3.051  0.396  -0.537  0.056
H  -4.121  -4.944  5.931  0.086
H  -5.776  4.124  -3.866  0.089
H  5.222  1.426  -0.776  0.117
H  -1.718  2.572  -3.080  0.089
H  -0.983  -0.153  -3.877  0.097
H  2.231  4.009  0.144  0.094
H  -3.649  1.823  0.278  0.072
H  0.338  -1.242  -2.708  0.075
H  6.083  -0.809  2.089  0.079
H  1.021  1.794  -3.306  0.114
H  -2.387  -2.215  0.987  0.073
H  -1.539  -4.586  -4.292  0.070
H  0.354  0.707  -0.947  0.061
H  -3.160  3.258  1.275  0.057
H  2.119  1.512  3.095  0.107
H  -2.597  -3.956  1.034  0.074
H  0.465  -3.292  2.854  0.088
H  -0.148  3.615  4.607  0.072
H  1.945  -1.102  3.465  0.074
H  -3.651  -2.967  1.997  0.083
H  -2.722  -5.786  5.452  0.088
H  8.864  1.117  -0.033  0.088
H  -1.349  0.450  -0.597  0.051
H  -1.039  0.366  1.726  0.091
H  2.630  0.289  -4.529  0.075
H  4.448  0.957  1.377  0.113
H  3.760  -2.029  -0.710  0.013
H  -2.618  1.417  -2.123  0.061
H  2.084  -4.085  -1.134  0.055
H  -2.999  -0.569  4.331  0.067
H  3.886  4.621  4.504  0.081
H  1.491  3.674  -4.745  0.070
H  2.971  3.166  -5.014  0.073
H  -1.671  -2.168  3.354  0.125
H  0.504  -1.993  -1.141  0.075
H  -2.366  -6.191  -1.140  0.067
H  2.888  2.454  0.761  0.065
H  -6.745  3.005  1.762  0.074
H  -2.863  -5.168  -3.291  0.080
H  3.521  1.572  6.342  0.067
H  -0.086  -1.437  -5.681  0.067
H  -0.999  -4.400  4.401  0.128
H  3.979  1.266  -3.834  0.083

=====

# 3
C3H5NO2 in the gas phase in a non-equilibrium geometry, computed with ωB97M-V with the def2-TZVPD basis set.

## Properties
LUMO: 0.9 eV
Kohn-Sham gap: 10.266 eV
Electronic energy: -322.47255 a.u.

Each line ends with the Löwdin charge.
CARTESIAN COORDINATES (ANGSTROEM)
O  -1.715  0.572  -0.298  -0.012
O  -0.139  1.745  0.963  0.120
N  1.686  -0.160  -0.022  0.078
C  -0.436  0.990  0.076  -0.555
C  -1.249  -0.664  0.232  -0.031
C  0.373  -0.088  -0.472  -0.162
H  1.872  0.515  0.706  0.088
H  -1.608  -1.568  -0.242  0.101
H  0.254  -0.325  -1.535  0.153
H  -1.497  -0.644  1.309  0.126
H  2.440  -0.260  -0.692  0.094

=====

# 4
A molecular structure, C14H44B3FNO10P in a non-equilibrium geometry, computed with ωB97M-V with the def2-TZVPD basis set.

## Properties
LUMO: 0.1 eV
Kohn-Sham gap: 8.519 eV
Electronic energy: -1882.92637 a.u.

Each line ends with the Löwdin charge.
CARTESIAN COORDINATES (ANGSTROEM)
P  -1.871  2.823  -5.143  0.762
F  3.866  0.949  -3.166  -0.037
O  0.156  -2.176  1.328  -0.095
O  6.885  3.086  -5.066  -0.097
O  1.177  2.070  -1.758  0.291
O  3.134  -0.933  2.073  -0.096
O  -0.743  0.593  -1.494  0.187
O  0.935  -1.590  4.243  -0.098
O  -5.532  -1.711  0.096  -0.092
O  0.107  1.245  -3.757  0.217
O  -9.103  -1.928  3.355  -0.089
O  0.531  3.610  -3.588  0.239
N  -2.478  4.308  -5.155  -0.351
C  -9.044  -3.349  3.256  -0.324
C  -0.816  -3.208  1.177  -0.302
C  1.715  -1.431  5.424  -0.309
C  -6.008  0.388  1.188  -0.086
C  -2.199  -2.608  1.027  -0.090
C  -8.943  -3.782  1.805  -0.089
C  4.124  -1.829  2.576  -0.319
C  3.112  3.278  -2.958  -0.025
C  7.666  3.254  -3.884  -0.319
C  8.276  4.642  -3.835  -0.092
C  3.859  2.179  -3.794  -0.193
C  -5.660  -1.078  1.367  -0.316
C  2.319  -0.041  5.485  -0.084
C  4.982  -2.368  1.447  -0.085
B  0.164  1.266  -2.325  -0.650
B  1.555  2.987  -2.790  -0.420
B  -0.287  2.587  -4.085  -0.569
H  3.345  4.273  -3.395  0.120
H  -4.832  -1.259  -0.382  0.071
H  -2.954  -3.387  0.902  0.083
H  -2.457  -2.007  1.902  0.071
H  4.368  -2.904  0.719  0.076
H  8.868  4.778  -2.929  0.075
H  2.960  0.140  4.620  0.060
H  -9.808  -3.431  1.235  0.074
H  1.514  -1.455  3.484  0.033
H  3.626  -2.647  3.108  0.109
H  8.447  2.487  -3.864  0.111
H  -4.720  -1.193  1.916  0.093
H  7.494  5.403  -3.863  0.076
H  -9.937  -3.774  3.726  0.106
H  2.912  0.089  6.394  0.075
H  -8.889  -4.869  1.724  0.075
H  -0.217  -0.084  -1.049  0.107
H  -2.234  -1.943  0.161  0.071
H  -6.116  0.885  2.154  0.075
H  -6.941  0.493  0.632  0.076
H  1.059  -1.600  6.278  0.111
H  7.009  3.096  -3.028  0.105
H  2.499  -2.196  5.435  0.103
H  7.467  3.214  -5.819  0.081
H  2.586  -1.424  1.447  0.068
H  -9.878  -1.634  2.871  0.077
H  -6.446  -1.591  1.921  0.095
H  -8.170  -3.682  3.816  0.111
H  -2.799  1.835  -4.662  0.010
H  -1.492  2.493  -6.493  0.004
H  -5.232  0.902  0.615  0.072
H  1.534  0.717  5.466  0.078
H  3.609  3.274  -1.961  0.121
H  -0.077  -1.673  2.116  0.064
H  8.920  4.812  -4.702  0.073
H  3.474  2.120  -4.829  0.130
H  -8.056  -3.349  1.339  0.063
H  -0.551  -3.788  0.292  0.113
H  -1.871  4.870  -4.556  -0.059
H  5.470  -1.550  0.915  0.078
H  4.923  2.518  -3.865  0.092
H  5.747  -3.048  1.827  0.076
H  -0.770  -3.868  2.049  0.114
H  4.736  -1.277  3.290  0.114